# 1
Below is C39H30ClMnN3O8P2 as an isolated structure, with properties calculated with wB97M-V/def2-TZVPD.

Geometry (Å):
Mn (1.547, 0.599, -0.637)
Cl (4.466, -0.430, 6.048)
C (3.608, -0.403, 4.527)
C (2.762, -1.478, 4.189)
C (2.052, -1.479, 3.022)
C (2.141, -0.388, 2.119)
O (1.404, -0.354, 1.062)
C (3.039, 0.659, 2.448)
C (3.300, 1.755, 1.551)
O (2.851, 1.908, 0.416)
C (3.754, 0.638, 3.666)
H (2.679, -2.313, 4.875)
H (1.411, -2.309, 2.749)
H (4.011, 2.516, 1.918)
H (4.428, 1.455, 3.908)
C (-1.711, -2.157, -0.856)
N (-1.950, -0.776, -0.335)
P (-1.784, -0.961, 1.441)
C (-3.401, -1.782, 1.740)
C (-3.469, -2.646, 2.831)
C (-4.654, -3.308, 3.143)
C (-5.777, -3.124, 2.350)
C (-5.715, -2.279, 1.246)
C (-4.536, -1.614, 0.946)
C (-2.097, 0.721, 2.098)
C (-3.352, 1.271, 2.367)
C (-3.463, 2.561, 2.863)
C (-2.322, 3.322, 3.096)
C (-1.068, 2.780, 2.856)
C (-0.959, 1.481, 2.371)
P (-0.936, 0.363, -1.181)
C (-1.283, -0.067, -2.925)
C (-2.536, 0.126, -3.504)
C (-2.759, -0.206, -4.830)
C (-1.725, -0.715, -5.606)
C (-0.470, -0.900, -5.047)
C (-0.255, -0.583, -3.710)
C (-1.768, 1.972, -1.016)
C (-3.147, 2.133, -0.936)
C (-3.707, 3.400, -0.959)
C (-2.893, 4.522, -1.056)
C (-1.515, 4.375, -1.127)
C (-0.955, 3.104, -1.110)
H (-2.461, -2.826, -0.437)
H (-0.718, -2.542, -0.584)
H (-1.815, -2.179, -1.936)
H (-2.584, -2.801, 3.442)
H (-4.693, -3.978, 3.993)
H (-6.698, -3.643, 2.583)
H (-6.587, -2.146, 0.618)
H (-4.482, -0.966, 0.078)
H (-4.248, 0.686, 2.203)
H (-4.443, 2.978, 3.064)
H (-2.412, 4.335, 3.470)
H (-0.175, 3.361, 3.053)
H (0.022, 1.052, 2.191)
H (-3.346, 0.543, -2.920)
H (-3.742, -0.063, -5.262)
H (-1.898, -0.959, -6.648)
H (0.347, -1.280, -5.648)
H (0.728, -0.730, -3.283)
H (-3.781, 1.261, -0.829)
H (-4.783, 3.514, -0.903)
H (-3.334, 5.512, -1.068)
H (-0.876, 5.246, -1.202)
H (0.120, 3.001, -1.187)
O (3.816, 1.613, -3.919)
C (3.343, 1.037, -2.964)
O (2.206, 1.250, -2.388)
C (4.170, -0.068, -2.309)
C (3.558, -1.113, -1.641)
C (4.314, -2.064, -1.000)
C (5.686, -2.029, -1.003)
C (6.273, -0.990, -1.697)
C (5.557, -0.020, -2.349)
N (7.773, -0.923, -1.728)
O (8.266, 0.019, -2.303)
O (8.378, -1.814, -1.177)
N (3.641, -3.182, -0.257)
O (2.434, -3.179, -0.232)
O (4.368, -3.998, 0.265)
H (2.496, -1.298, -1.711)
H (6.277, -2.781, -0.503)
H (6.059, 0.776, -2.883)

Total energy ... -4564.18712 Eh
Expectation value of S² ... 8.76
Relative energy (zero: lowest compared OMol25 entry of this formula, charge and spin) ... 0.083 eV
2S+1 ... 6
Molecular weight ... 821.0 g/mol

# 2
Below is a 2-piece molecular cluster, C39H31BF3NO2S overall at a distorted geometry, with properties calculated with wB97M-V/def2-TZVPD.

Geometry (Å):
C (1.536, 3.058, 6.720)
N (0.265, 2.433, 6.973)
C (-0.222, 2.668, 8.314)
C (-0.476, 1.837, 5.995)
C (0.117, 1.449, 4.763)
C (-0.631, 0.836, 3.776)
C (-1.975, 0.499, 4.003)
C (-2.781, -0.280, 3.074)
C (-3.987, 0.297, 2.515)
C (-4.994, -0.715, 2.456)
C (-6.339, -0.383, 2.360)
C (-6.685, 0.973, 2.206)
C (-5.685, 1.962, 2.191)
C (-4.346, 1.648, 2.432)
C (-4.409, -1.956, 2.944)
C (-3.038, -1.694, 3.276)
C (-2.337, -2.608, 4.070)
C (-3.002, -3.761, 4.508)
C (-4.371, -3.962, 4.262)
C (-5.087, -3.047, 3.467)
C (-2.569, 0.914, 5.229)
C (-1.853, 1.575, 6.202)
H (1.781, 3.093, 5.653)
H (1.499, 4.093, 7.096)
H (2.336, 2.527, 7.258)
H (-1.086, 2.034, 8.562)
H (0.592, 2.443, 9.025)
H (-0.510, 3.731, 8.435)
H (1.192, 1.604, 4.604)
H (-0.217, 0.596, 2.801)
H (-7.085, -1.167, 2.498)
H (-7.738, 1.259, 2.169)
H (-5.952, 3.003, 1.978)
H (-3.563, 2.410, 2.491)
H (-1.280, -2.426, 4.270)
H (-2.437, -4.530, 5.046)
H (-4.900, -4.791, 4.736)
H (-6.169, -3.108, 3.339)
H (-3.621, 0.690, 5.393)
H (-2.350, 1.893, 7.125)
C (2.333, -2.061, -5.439)
C (1.807, -1.333, -4.257)
C (2.135, -0.054, -3.855)
C (1.464, 0.327, -2.620)
C (0.687, -0.671, -2.059)
B (-0.204, -0.734, -0.658)
C (0.886, -0.709, 0.616)
C (1.075, -1.778, 1.501)
C (1.994, -1.677, 2.562)
C (2.711, -0.499, 2.738)
C (3.610, -0.362, 3.938)
F (4.228, 0.854, 4.006)
F (2.898, -0.497, 5.110)
F (4.586, -1.311, 3.963)
C (2.616, 0.531, 1.812)
C (1.675, 0.424, 0.771)
O (-1.122, 0.460, -0.761)
C (-2.350, -0.052, -1.024)
C (-2.323, -1.495, -0.966)
C (-3.510, -2.223, -0.794)
C (-4.694, -1.507, -0.645)
C (-4.728, -0.116, -0.757)
C (-3.572, 0.639, -0.962)
O (-1.080, -1.950, -0.696)
S (0.675, -2.046, -3.140)
H (3.052, -1.426, -5.974)
H (2.829, -2.982, -5.103)
H (1.508, -2.334, -6.110)
H (2.833, 0.568, -4.413)
H (1.628, 1.303, -2.194)
H (0.504, -2.703, 1.401)
H (2.135, -2.503, 3.261)
H (3.236, 1.419, 1.907)
H (1.559, 1.261, 0.081)
H (-3.457, -3.309, -0.700)
H (-5.607, -2.057, -0.395)
H (-5.679, 0.403, -0.628)
H (-3.591, 1.731, -0.978)

Total energy ... -2432.61451 Eh
Relative energy (zero: lowest compared OMol25 entry of this formula, charge and spin) ... 0.221 eV
Molecular weight ... 645.6 g/mol

# 3
Below is C39H31BrMnN6S as an isolated structure at a distorted geometry, with properties calculated with wB97M-V/def2-TZVPD.

Geometry (Å):
Mn (0.065, -0.173, 0.069)
S (0.248, -0.416, 2.285)
C (1.928, -0.043, 2.302)
N (2.550, -0.089, 3.500)
N (3.747, 0.254, 3.717)
C (4.727, 1.007, 2.981)
C (4.397, 2.182, 2.322)
C (5.412, 2.931, 1.756)
C (6.734, 2.505, 1.836)
C (7.048, 1.338, 2.510)
C (6.040, 0.589, 3.104)
N (2.640, 0.026, 1.192)
N (1.957, -0.188, 0.098)
C (2.799, -0.298, -1.058)
C (3.817, 0.621, -1.278)
C (4.584, 0.525, -2.427)
C (4.344, -0.488, -3.346)
C (3.349, -1.423, -3.101)
C (2.574, -1.332, -1.954)
H (4.055, -0.013, 4.646)
H (3.368, 2.511, 2.269)
H (5.177, 3.858, 1.250)
H (7.519, 3.094, 1.381)
H (8.075, 1.010, 2.587)
H (6.277, -0.318, 3.646)
H (3.995, 1.405, -0.553)
H (5.372, 1.244, -2.610)
H (4.945, -0.559, -4.243)
H (3.185, -2.235, -3.798)
H (1.813, -2.072, -1.739)
Br (2.526, 3.851, -5.883)
C (1.692, 2.632, -4.716)
C (1.834, 2.780, -3.347)
C (1.226, 1.875, -2.493)
C (0.466, 0.827, -2.994)
C (0.364, 0.665, -4.377)
C (0.965, 1.568, -5.234)
N (-0.114, -0.087, -2.057)
C (-0.978, -0.932, -2.474)
C (-1.435, -1.974, -1.570)
C (-2.328, -2.958, -1.955)
C (-2.636, -3.963, -1.049)
C (-2.030, -3.949, 0.195)
C (-1.154, -2.922, 0.511)
N (-0.862, -1.946, -0.351)
H (2.431, 3.590, -2.952)
H (1.347, 1.975, -1.429)
H (-0.145, -0.179, -4.819)
H (0.887, 1.436, -6.304)
H (-1.358, -0.946, -3.491)
H (-2.763, -2.939, -2.945)
H (-3.326, -4.751, -1.318)
H (-2.225, -4.722, 0.924)
H (-0.661, -2.874, 1.472)
C (-2.002, 6.633, 1.409)
C (-0.654, 6.588, 1.133)
C (0.032, 5.327, 0.911)
C (-0.618, 4.099, 0.944)
C (-1.972, 4.163, 1.263)
C (-2.663, 5.427, 1.477)
C (0.112, 2.846, 0.696)
C (-0.439, 1.677, 0.355)
C (-1.833, 1.357, 0.039)
C (-2.582, 0.482, 0.837)
C (-3.838, 0.042, 0.411)
C (-4.358, 0.476, -0.790)
C (-3.632, 1.372, -1.584)
C (-2.384, 1.796, -1.185)
H (-2.517, 7.567, 1.571)
H (-0.082, 7.505, 1.074)
H (1.095, 5.353, 0.704)
H (-2.537, 3.249, 1.377)
H (-3.721, 5.404, 1.706)
H (1.192, 2.921, 0.779)
H (-2.222, 0.196, 1.815)
H (-4.410, -0.625, 1.043)
H (-5.335, 0.141, -1.113)
H (-4.050, 1.727, -2.516)
H (-1.804, 2.463, -1.812)

Total energy ... -5955.80649 Eh
Expectation value of S² ... 0.78
2S+1 ... 2
Total charge ... +2
Molecular weight ... 750.6 g/mol

# 4
Below is C39H31Cl2N6O4PSSrTe as an isolated structure at a distorted geometry, with properties calculated with wB97M-V/def2-TZVPD.

Geometry (Å):
Sr (-1.233, 0.945, -0.153)
C (0.924, 4.722, -3.177)
C (2.086, 3.989, -3.362)
C (2.009, 2.606, -3.427)
C (0.759, 2.012, -3.279)
N (-0.357, 2.717, -3.135)
C (-0.284, 4.039, -3.085)
C (0.621, 0.550, -2.980)
C (1.644, -0.383, -3.180)
C (1.427, -1.702, -2.799)
C (0.345, -2.017, -1.980)
C (-0.378, -0.935, -1.519)
N (-0.456, 0.237, -2.272)
H (0.955, 5.796, -3.052)
H (3.050, 4.481, -3.412)
H (2.908, 2.014, -3.523)
H (-1.229, 4.546, -2.916)
H (2.555, -0.106, -3.692)
H (2.128, -2.475, -3.090)
H (0.115, -3.023, -1.654)
H (-1.205, -1.115, -0.719)
C (-4.357, 0.796, -2.689)
C (-4.030, -0.648, -2.609)
N (-3.341, -1.266, -1.675)
C (-3.282, -2.598, -2.031)
C (-3.949, -2.787, -3.210)
N (-4.402, -1.527, -3.576)
C (-4.295, -3.978, -4.003)
O (-4.172, -3.779, -5.361)
O (-4.703, -5.025, -3.602)
C (-2.400, -3.564, -1.249)
O (-1.992, -4.565, -1.856)
O (-2.132, -3.215, -0.066)
H (-4.579, 1.196, -1.697)
H (-5.182, 0.996, -3.375)
H (-3.478, 1.383, -2.964)
H (-4.994, -1.312, -4.359)
H (-3.666, -2.970, -5.505)
Cl (0.286, 4.486, 0.449)
C (1.998, 4.034, 0.401)
C (2.903, 5.088, 0.392)
C (4.264, 4.821, 0.330)
C (4.702, 3.509, 0.243)
C (3.737, 2.508, 0.224)
Cl (4.412, 0.850, 0.046)
C (2.373, 2.681, 0.317)
S (1.342, 0.777, 0.263)
H (2.541, 6.108, 0.444)
H (4.982, 5.633, 0.351)
H (5.756, 3.270, 0.195)
N (-1.619, -0.818, 1.273)
P (0.292, -0.867, 1.065)
C (0.902, -0.617, 2.861)
C (1.018, 0.705, 3.305)
C (1.575, 1.017, 4.531)
C (2.068, 0.008, 5.350)
C (2.006, -1.300, 4.908)
C (1.437, -1.608, 3.675)
C (0.933, -2.633, 0.991)
C (0.282, -3.710, 1.571)
C (0.920, -4.940, 1.638)
C (2.232, -5.070, 1.205)
C (2.920, -3.958, 0.736)
C (2.269, -2.739, 0.627)
C (-1.837, 0.046, 2.491)
C (-1.896, -0.494, 3.764)
C (-2.058, 0.378, 4.827)
C (-2.187, 1.737, 4.577)
C (-2.174, 2.188, 3.268)
N (-2.007, 1.375, 2.233)
H (-2.033, -1.757, 1.269)
H (0.679, 1.521, 2.681)
H (1.632, 2.056, 4.832)
H (2.514, 0.243, 6.310)
H (2.413, -2.102, 5.513)
H (1.409, -2.645, 3.378)
H (-0.719, -3.598, 1.962)
H (0.389, -5.795, 2.038)
H (2.723, -6.035, 1.248)
H (3.965, -4.037, 0.463)
H (2.778, -1.869, 0.226)
H (-1.768, -1.560, 3.897)
H (-2.054, 0.002, 5.842)
H (-2.324, 2.437, 5.391)
H (-2.344, 3.220, 2.969)
Te (-3.066, 3.422, -0.336)

Total energy ... -4092.93451 Eh
Relative energy (zero: lowest compared OMol25 entry of this formula, charge and spin) ... 9.423 eV
Total charge ... -2
Molecular weight ... 996.9 g/mol

# 5
Below is C39H31F12MnNO4P3S2Si as an isolated structure at a distorted geometry, with properties calculated with wB97M-V/def2-TZVPD.

Geometry (Å):
Mn (-0.050, -1.880, -0.430)
C (3.601, -1.981, -0.621)
Si (2.164, -0.758, -0.502)
C (2.475, 0.555, -1.862)
C (3.718, 0.505, -2.501)
C (4.131, 1.509, -3.361)
C (3.314, 2.600, -3.590)
C (2.068, 2.660, -2.989)
C (1.637, 1.639, -2.145)
P (-0.019, 1.826, -1.385)
C (-0.918, 2.717, -2.707)
C (-1.368, 1.968, -3.790)
C (-1.958, 2.577, -4.881)
C (-2.112, 3.956, -4.903)
C (-1.656, 4.715, -3.834)
C (-1.064, 4.107, -2.740)
C (0.270, 3.121, -0.146)
C (1.535, 3.342, 0.402)
C (1.724, 4.358, 1.322)
C (0.659, 5.164, 1.705)
C (-0.607, 4.934, 1.181)
C (-0.807, 3.907, 0.277)
C (2.269, 0.158, 1.182)
C (3.410, 0.911, 1.460)
C (3.570, 1.523, 2.692)
C (2.604, 1.371, 3.678)
C (1.468, 0.622, 3.422)
C (1.288, 0.033, 2.172)
P (-0.140, -1.055, 1.860)
C (-0.103, -2.124, 3.335)
C (-1.027, -1.974, 4.368)
C (-0.927, -2.761, 5.504)
C (0.077, -3.711, 5.612)
C (1.001, -3.857, 4.588)
C (0.922, -3.062, 3.458)
C (-1.680, -0.122, 2.097)
C (-1.715, 1.218, 2.464)
C (-2.939, 1.844, 2.664)
C (-4.121, 1.145, 2.484)
C (-4.089, -0.197, 2.130)
C (-2.875, -0.833, 1.949)
H (4.542, -1.428, -0.593)
H (3.550, -2.555, -1.548)
H (3.594, -2.688, 0.204)
H (4.379, -0.332, -2.320)
H (5.099, 1.442, -3.840)
H (3.632, 3.399, -4.245)
H (1.425, 3.508, -3.183)
H (-1.245, 0.907, -3.787)
H (-2.289, 1.968, -5.711)
H (-2.583, 4.436, -5.749)
H (-1.754, 5.793, -3.848)
H (-0.698, 4.720, -1.930)
H (2.372, 2.731, 0.097)
H (2.711, 4.530, 1.732)
H (0.815, 5.964, 2.416)
H (-1.437, 5.562, 1.478)
H (-1.797, 3.710, -0.116)
H (4.180, 1.012, 0.703)
H (4.464, 2.101, 2.891)
H (2.744, 1.822, 4.651)
H (0.727, 0.474, 4.199)
H (-1.820, -1.243, 4.300)
H (-1.640, -2.626, 6.306)
H (0.141, -4.333, 6.495)
H (1.785, -4.599, 4.662)
H (1.649, -3.179, 2.668)
H (-0.796, 1.770, 2.610)
H (-2.959, 2.881, 2.971)
H (-5.072, 1.641, 2.631)
H (-5.011, -0.748, 2.003)
H (-2.845, -1.891, 1.716)
F (-1.330, -4.883, -3.078)
C (-0.634, -4.113, -3.893)
F (-1.052, -4.323, -5.136)
F (0.655, -4.386, -3.817)
S (-0.965, -2.291, -3.573)
O (-0.094, -1.739, -2.512)
O (-0.753, -1.697, -4.844)
N (-2.468, -2.312, -3.107)
S (-2.924, -1.811, -1.700)
O (-2.000, -2.201, -0.626)
O (-3.345, -0.450, -1.620)
C (-4.386, -2.900, -1.367)
F (-5.252, -2.850, -2.359)
F (-3.957, -4.140, -1.194)
F (-4.962, -2.470, -0.249)
F (0.234, -4.001, -1.196)
P (0.552, -4.800, 0.245)
F (-0.471, -5.923, -0.113)
F (-0.653, -3.861, 0.882)
F (1.530, -3.414, 0.534)
F (1.781, -5.504, -0.438)
F (0.906, -5.344, 1.679)

Total energy ... -6319.81122 Eh
Expectation value of S² ... 9.09
2S+1 ... 6
Total charge ... +1
Molecular weight ... 1045.7 g/mol

# 6
Below is C39H32ClFeN2O2S as an isolated structure at a distorted geometry, with properties calculated with wB97M-V/def2-TZVPD.

Geometry (Å):
Fe (2.129, 1.003, 0.947)
Cl (-4.792, 0.667, -0.708)
C (-3.183, 0.956, -0.098)
C (-2.187, 1.539, -1.090)
C (-1.282, 2.488, -0.276)
C (-0.794, 1.782, 0.928)
O (0.450, 2.148, 1.178)
C (-1.430, 0.776, 1.565)
C (-0.705, -0.074, 2.481)
N (0.580, -0.075, 2.522)
C (1.300, -0.772, 3.505)
C (0.817, -1.763, 4.324)
C (1.602, -2.320, 5.350)
C (2.865, -1.862, 5.586)
C (3.411, -0.858, 4.756)
C (4.704, -0.327, 4.967)
C (5.185, 0.633, 4.130)
C (4.387, 1.047, 3.048)
N (3.182, 0.582, 2.813)
C (2.654, -0.346, 3.676)
C (-2.818, 0.541, 1.115)
H (-2.713, 2.162, -1.810)
H (-1.943, 3.314, 0.040)
H (-1.303, -0.736, 3.121)
H (-0.189, -2.140, 4.173)
H (1.188, -3.112, 5.963)
H (3.464, -2.263, 6.396)
H (5.292, -0.685, 5.805)
H (6.166, 1.068, 4.272)
H (4.754, 1.789, 2.349)
H (-3.507, -0.005, 1.753)
C (1.051, 2.872, 0.036)
C (0.034, 3.074, -0.818)
C (0.043, 4.049, -1.947)
C (-0.369, 5.361, -1.694)
C (-0.397, 6.311, -2.707)
C (-0.009, 5.965, -3.996)
C (0.413, 4.670, -4.257)
C (0.440, 3.722, -3.240)
H (-0.660, 5.634, -0.686)
H (-0.710, 7.326, -2.489)
H (-0.024, 6.705, -4.787)
H (0.728, 4.399, -5.259)
H (0.796, 2.722, -3.435)
C (2.006, -0.448, -1.002)
C (0.896, -0.330, -1.774)
C (0.995, -0.083, -3.172)
C (-0.122, 0.354, -3.922)
C (-1.303, 0.659, -3.320)
C (-1.595, 0.320, -1.894)
C (-0.495, -0.548, -1.216)
H (2.996, -0.329, -1.436)
H (1.966, -0.727, 0.043)
H (1.970, -0.147, -3.645)
H (0.008, 0.566, -4.979)
H (-2.099, 1.139, -3.884)
H (-2.450, -0.349, -1.952)
H (-0.483, -0.323, -0.156)
C (-4.426, -3.275, -2.233)
C (-3.160, -3.024, -1.451)
C (-3.121, -3.320, -0.063)
C (-1.891, -3.292, 0.625)
C (-0.763, -2.849, 0.016)
C (-0.780, -2.171, -1.335)
C (-2.044, -2.546, -2.057)
S (0.753, -3.104, 0.928)
C (1.445, -4.322, -0.218)
O (0.405, -3.848, 2.170)
H (-4.979, -4.123, -1.825)
H (-4.208, -3.475, -3.283)
H (-5.078, -2.400, -2.188)
H (-4.014, -3.681, 0.437)
H (-1.801, -3.702, 1.629)
H (0.051, -2.525, -1.948)
H (-2.043, -2.411, -3.136)
H (0.693, -5.096, -0.376)
H (2.331, -4.730, 0.268)
H (1.719, -3.829, -1.155)

Total energy ... -3887.17312 Eh
Expectation value of S² ... 8.83
Relative energy (zero: lowest compared OMol25 entry of this formula, charge and spin) ... 5.645 eV
2S+1 ... 6
Molecular weight ... 684.1 g/mol